# 1
Density functional theory data (ωB97M-V/def2-TZVPD) for 2 unconnected molecules or ions with the total composition C7H13N3O2 in a non-equilibrium geometry.

Properties
ΔE to the lowest compared entry with this formula, charge and spin in kcal per mole: 147.6
Multiplicity: 1
Gap between HOMO and LUMO in hartree: 0.2771
HOMO level in eV: -6.8
Lowest unoccupied orbital energy in eV: 0.774
F_max in eV Å⁻¹: 6.95

The geometry in XYZ format:
```
25
Properties=species:S:1:pos:R:3:forces:R:3:mulliken_charge:R:1
C 0.227 1.027 -1.881 5.27 -3.81 0.51 -0.615
C 0.830 0.273 -1.129 1.34 0.92 -4.14 0.009
C 1.608 -0.620 -0.278 -0.23 -0.51 0.32 0.789
C 3.044 -0.752 -0.798 0.11 -0.02 -0.09 -1.602
C 1.598 -0.154 1.190 0.43 0.20 -0.39 -1.019
N 0.250 -0.162 1.733 0.40 -0.62 -0.12 -0.347
H -0.295 1.660 -2.474 -1.28 1.43 -1.36 0.426
H 1.127 -1.623 -0.300 0.14 0.48 -0.10 0.286
H 3.051 -1.094 -1.839 -0.02 0.09 0.23 0.376
H 3.557 0.215 -0.756 -0.09 -0.12 -0.03 0.322
H 3.612 -1.467 -0.193 -0.08 0.06 -0.04 0.427
H 1.994 0.876 1.212 -0.17 -0.25 0.09 0.352
H 2.315 -0.778 1.749 -0.11 0.06 -0.07 0.329
H -0.052 -1.121 1.873 -0.07 0.07 -0.03 0.207
H 0.256 0.282 2.623 -0.13 0.33 0.80 0.193
N -3.786 -0.941 -0.018 -0.55 0.00 0.21 -0.408
C -2.511 -0.618 -0.362 0.52 0.02 -0.08 0.675
O -1.760 -1.392 -0.930 -0.32 0.13 0.27 -0.594
C -2.133 0.777 0.024 0.26 0.43 -0.46 -0.550
N -0.958 1.186 -0.250 -5.11 1.07 4.59 0.227
O -0.762 2.481 0.165 -0.13 0.23 0.01 -0.477
H -4.123 -1.868 -0.244 0.10 0.29 0.07 0.244
H -4.406 -0.288 0.453 0.38 -0.37 -0.30 0.185
H -2.838 1.422 0.524 -0.50 0.21 0.13 0.207
H 0.155 2.681 -0.094 -0.16 -0.31 -0.04 0.356
```
Forces are in eV/Å.

# 2
Density functional theory data (ωB97M-V/def2-TZVPD) for a single C7H13N3O2 molecule in a non-equilibrium geometry.

Properties
ΔE to the lowest compared entry with this formula, charge and spin in kcal per mole: 90.2
Multiplicity: 1
Gap between HOMO and LUMO in hartree: 0.3292
HOMO level in eV: -8.6
Lowest unoccupied orbital energy in eV: 0.330
F_max in eV Å⁻¹: 6.76

The geometry in XYZ format:
```
25
Properties=species:S:1:pos:R:3:forces:R:3:mulliken_charge:R:1
C 0.008 1.533 0.670 -1.36 1.16 -0.26 0.459
C -0.380 -0.857 1.904 1.40 0.98 -3.70 0.701
C 0.169 -1.625 -1.189 0.31 -0.15 -1.38 -1.986
C -0.896 0.390 -2.217 3.39 1.02 -0.37 -1.472
C 1.632 0.466 -1.674 -1.99 1.14 -1.17 -1.367
C -0.723 0.177 4.008 0.68 -1.79 1.72 -0.838
C 0.228 -0.086 -1.153 0.66 -0.22 -4.18 1.457
N -0.351 1.527 2.093 1.65 0.13 0.74 -0.452
N 0.055 0.392 0.126 -1.23 -4.94 4.45 -0.427
N -0.389 0.210 2.595 -0.32 0.61 1.76 0.270
O 0.022 2.598 0.114 0.72 2.56 -0.37 -0.661
O -0.378 -2.012 1.802 -0.44 -0.14 0.49 -0.376
H 0.217 -2.143 -2.208 0.81 1.26 1.05 0.346
H 0.819 -2.085 -0.473 0.62 -0.33 0.16 0.458
H -0.808 -1.925 -0.955 -1.61 -0.29 0.99 0.532
H -1.760 -0.257 -2.163 -0.62 0.68 0.24 0.386
H -0.423 0.272 -3.259 -0.74 -0.18 1.45 0.338
H -0.862 1.512 -2.077 -1.32 -1.20 -0.07 0.409
H 2.181 -0.334 -2.129 0.47 -0.36 -0.19 0.350
H 1.392 1.253 -2.510 0.86 -1.20 1.78 0.292
H 2.152 0.898 -0.818 0.20 0.09 -0.43 0.345
H -1.613 0.757 4.162 -0.76 -0.16 0.02 0.349
H -0.792 -0.936 4.401 0.00 2.42 -0.92 0.291
H 0.045 0.718 4.607 -0.13 -0.59 -0.54 0.278
H 0.412 1.999 2.672 -1.26 -0.51 -1.25 0.317
```
Forces are in eV/Å.

# 3
Density functional theory data (ωB97M-V/def2-TZVPD) for 2 unconnected molecules or ions with the total composition C7H13N3O4S in a non-equilibrium geometry.

Properties
ΔE to the lowest compared entry with this formula, charge and spin in kcal per mole: 242.4
Multiplicity: 1
Gap between HOMO and LUMO in hartree: 0.3302
HOMO level in eV: -9.3
Lowest unoccupied orbital energy in eV: -0.292
F_max in eV Å⁻¹: 4.85

The geometry in XYZ format:
```
28
Properties=species:S:1:pos:R:3:forces:R:3:mulliken_charge:R:1
C -1.060 0.909 0.192 0.64 -1.81 0.67 -0.074
C 0.751 0.500 -2.858 1.90 -1.88 0.31 -0.784
C 1.958 0.513 -2.263 -2.78 -1.04 -2.00 -0.072
C -1.441 -2.012 1.562 0.17 -0.08 -0.40 -1.348
C 0.995 -2.689 1.089 -2.23 0.67 -4.25 -1.368
C -2.313 3.962 0.648 2.00 0.75 -0.19 -0.663
C -0.216 -1.754 0.659 0.21 0.61 4.36 0.215
N -1.028 2.106 0.260 -1.58 1.06 -0.99 0.857
N -1.300 3.241 -0.074 2.47 0.16 -0.40 -1.105
N 2.644 -0.770 -1.906 -3.52 0.68 0.01 1.034
O 3.710 -0.711 -1.399 1.56 -0.21 0.23 -0.558
O 1.935 -1.778 -2.053 1.29 0.49 0.03 -0.615
O 1.440 0.362 0.251 -1.70 -1.03 1.47 -0.579
O 0.237 0.365 2.398 -0.36 -0.25 2.10 -0.630
S 0.237 -0.002 1.038 2.26 0.63 -3.69 1.063
H 0.253 1.322 -3.313 -0.11 0.82 0.29 0.303
H 0.337 -0.480 -3.013 -0.40 -0.19 -0.20 0.281
H 2.319 1.456 -2.071 2.06 1.36 0.86 0.405
H -2.073 -1.133 1.664 -0.23 -0.12 -0.03 0.363
H -2.039 -2.901 1.355 0.06 0.20 -0.75 0.371
H -1.013 -2.256 2.499 0.21 0.17 1.37 0.382
H 1.599 -2.563 0.182 0.86 -0.65 0.87 0.304
H 0.567 -3.670 1.133 -0.28 -0.85 -0.58 0.458
H 1.437 -2.642 2.020 1.02 1.39 1.85 0.427
H -1.948 4.393 1.583 0.03 0.09 -0.09 0.259
H -2.543 4.723 -0.082 -0.99 0.28 0.37 0.261
H -2.963 3.186 0.844 -2.70 -0.89 0.65 0.353
H -0.483 -1.678 -0.346 0.15 -0.35 -1.87 0.460
```
Forces are in eV/Å.

# 4
Density functional theory data (ωB97M-V/def2-TZVPD) for 2 unconnected molecules or ions with the total composition C7H13N3O5 in a non-equilibrium geometry.

Properties
Multiplicity: 3
Gap between HOMO and LUMO (spin up / spin down) in hartree: 0.2026 / 0.2122
HOMO level (spin up / spin down) in eV: -4.8 / -9.5
Lowest unoccupied orbital energy (spin up / spin down) in eV: 0.675 / -3.701
⟨S²⟩: 2.01
F_max in eV Å⁻¹: 3.91

The geometry in XYZ format:
```
28
Properties=species:S:1:pos:R:3:forces:R:3:mulliken_charge:R:1
C -0.524 -1.854 0.210 0.09 -1.65 -1.65 0.783
C -2.243 0.517 -0.279 -0.35 0.51 -0.03 0.822
C 2.675 -0.165 -0.359 -0.35 0.45 0.57 0.741
C -1.225 -3.178 0.249 0.02 -0.17 -0.06 -1.353
C -2.635 1.771 0.440 0.05 -0.07 0.04 -1.133
C 1.600 1.629 0.756 0.10 -0.06 0.09 -0.614
C -0.367 -0.261 -1.562 -1.15 3.72 -0.36 0.584
N -0.243 -1.406 -1.043 -0.66 -3.77 -0.01 -0.337
N 2.284 1.026 -0.356 0.09 -0.10 -0.48 -0.429
N 0.219 0.083 -2.722 0.37 0.05 -1.10 -0.336
O 3.332 -0.626 -1.435 0.29 -0.54 -0.20 -0.509
O -0.083 -1.298 1.204 0.38 1.98 3.03 -0.680
O -2.794 -0.543 -0.218 0.18 -0.59 -0.06 -0.530
O 2.555 -1.125 0.585 0.32 -0.12 -0.09 -0.532
O -1.154 0.757 -1.065 0.79 0.04 0.11 -0.313
H -1.582 -3.370 1.256 -0.01 0.01 0.02 0.351
H -0.513 -3.952 -0.037 0.07 -0.23 -0.04 0.339
H -2.051 -3.190 -0.456 -0.10 -0.05 0.04 0.318
H -1.880 1.985 1.196 0.00 0.09 0.05 0.246
H -2.667 2.605 -0.258 0.02 0.07 -0.01 0.343
H -3.601 1.636 0.917 0.02 -0.04 -0.04 0.353
H 0.798 2.246 0.347 -0.04 0.01 0.21 0.145
H 1.176 0.923 1.480 -0.04 0.10 -0.01 0.246
H 2.303 2.286 1.274 -0.14 0.03 0.07 0.376
H 1.765 -0.994 1.143 -0.17 0.10 -0.19 0.271
H 1.032 -0.444 -2.998 0.07 0.09 0.01 0.297
H 0.233 1.066 -2.944 0.22 0.00 0.17 0.233
H 3.595 -1.539 -1.244 -0.06 0.16 -0.07 0.320
```
Forces are in eV/Å.

# 5
Density functional theory data (ωB97M-V/def2-TZVPD) for a single C7H13N3S molecule in a non-equilibrium geometry.

Properties
ΔE to the lowest compared entry with this formula, charge and spin in kcal per mole: 3.3
Multiplicity: 1
Gap between HOMO and LUMO in hartree: 0.3174
HOMO level in eV: -7.8
Lowest unoccupied orbital energy in eV: 0.792
F_max in eV Å⁻¹: 1.06

The geometry in XYZ format:
```
24
Properties=species:S:1:pos:R:3:forces:R:3:mulliken_charge:R:1
C 1.523 2.082 0.734 -0.04 -0.14 -0.18 -1.003
C 1.261 1.227 -0.502 0.06 0.66 0.01 -0.766
N 1.051 -0.155 -0.146 0.40 -0.84 0.10 0.228
C -0.063 -0.879 0.203 -0.05 -0.47 0.23 0.143
C -1.513 -0.493 0.259 -0.33 0.02 -0.09 1.051
C -2.302 -1.490 -0.599 0.04 0.02 0.23 -1.494
C -1.873 0.932 -0.145 0.08 -0.14 0.15 -1.653
N 0.265 -2.095 0.520 -0.64 -0.26 0.14 -0.708
N 1.606 -2.177 0.386 -0.10 1.03 -0.25 0.117
C 2.136 -1.000 -0.019 -0.08 -0.39 0.07 0.100
S 3.714 -0.656 -0.310 0.89 0.12 -0.12 -0.424
H 2.424 1.734 1.234 0.07 -0.02 0.03 0.339
H 0.693 2.027 1.436 -0.08 0.04 0.06 0.286
H 1.668 3.117 0.439 0.01 0.14 0.01 0.342
H 0.412 1.598 -1.072 0.06 -0.10 0.02 0.310
H 2.152 1.243 -1.139 -0.22 -0.04 0.03 0.445
H -1.815 -0.639 1.304 0.05 0.05 -0.12 0.219
H -2.032 -1.383 -1.647 0.03 0.01 -0.13 0.362
H -2.083 -2.506 -0.285 -0.04 -0.08 -0.04 0.410
H -3.368 -1.308 -0.494 -0.13 0.02 -0.01 0.404
H -1.679 1.101 -1.202 0.02 0.07 -0.09 0.353
H -2.939 1.079 0.019 -0.05 0.01 0.00 0.444
H -1.342 1.671 0.447 0.04 0.15 0.00 0.313
H 2.104 -3.029 0.578 0.02 0.14 -0.05 0.183
```
Forces are in eV/Å.